1.
{
  "formula": "C32H62Cl38N2O5",
  "method": "ωB97M-V/def2-TZVPD",
  "total_charge": 0,
  "species": ["C", "C", "C", "C", "N", "C", "O", "C", "O", "O", "C", "C", "C", "C", "N", "C", "O", "C", "C", "O", "H", "H", "H", "H", "H", "H", "H", "H", "H", "H", "H", "H", "H", "H", "H", "H", "H", "H", "H", "H", "H", "H", "H", "H", "C", "Cl", "Cl", "H", "H", "C", "Cl", "Cl", "H", "H", "C", "Cl", "Cl", "H", "H", "C", "Cl", "Cl", "H", "H", "C", "Cl", "Cl", "H", "H", "C", "Cl", "Cl", "H", "H", "C", "Cl", "Cl", "H", "H", "C", "Cl", "Cl", "H", "H", "C", "Cl", "Cl", "H", "H", "C", "Cl", "Cl", "H", "H", "C", "Cl", "Cl", "H", "H", "C", "Cl", "Cl", "H", "H", "C", "Cl", "Cl", "H", "H", "C", "Cl", "Cl", "H", "H", "C", "Cl", "Cl", "H", "H", "C", "Cl", "Cl", "H", "H", "C", "Cl", "Cl", "H", "H", "C", "Cl", "Cl", "H", "H", "C", "Cl", "Cl", "H", "H"],
  "coordinates": [[9.5237, 0.4549, 3.7593], [8.9179, 0.4523, 2.3302], [7.4613, 0.9767, 2.3130], [6.5837, 0.2590, 1.2714], [5.3297, -0.2554, 1.8449], [4.1527, 0.0834, 1.1409], [3.9774, 1.5469, 1.0511], [3.5035, 1.9173, 2.2714], [3.6022, 2.9906, 2.7519], [2.9323, 0.8344, 2.8714], [2.8406, -0.2112, 1.8663], [2.6300, -1.5410, 2.6312], [3.6553, -2.6932, 2.4598], [2.9443, -4.0406, 2.2787], [2.2053, -4.4470, 3.4920], [1.6262, 0.0728, 0.9246], [0.8413, 1.1938, 1.3272], [-0.0027, 0.9845, 2.3881], [-1.0014, -0.1484, 2.3514], [0.0455, 1.7271, 3.3282], [10.5101, 0.9234, 3.7307], [9.5862, -0.5671, 4.1419], [8.9078, 1.0279, 4.4585], [8.9319, -0.5773, 1.9591], [9.5580, 1.0588, 1.6848], [7.0638, 0.8247, 3.3245], [7.4402, 2.0601, 2.1497], [6.3940, 0.8763, 0.3869], [7.1543, -0.6024, 0.9124], [5.2556, -0.0679, 2.8360], [4.1848, -0.3280, 0.1271], [1.6369, -1.9565, 2.4265], [2.6099, -1.2715, 3.6924], [4.3496, -2.5664, 1.6279], [4.2360, -2.7847, 3.3834], [3.7289, -4.7854, 2.1202], [2.3388, -4.0411, 1.3628], [1.2117, -4.2879, 3.3577], [2.2895, -5.4556, 3.5722], [1.9983, 0.3206, -0.0745], [0.9934, -0.8078, 0.8118], [-0.8371, -0.8507, 1.5352], [-0.9374, -0.6498, 3.3203], [-1.9988, 0.2914, 2.2505], [4.0118, -7.4294, 0.0611], [3.9804, -5.7108, -0.3593], [2.8814, -7.8093, 1.3636], [3.7244, -7.9887, -0.8217], [5.0089, -7.7071, 0.3817], [-0.7057, -7.7560, -1.1493], [-0.9668, -8.5954, 0.3864], [0.9084, -7.0413, -1.2610], [-0.8380, -8.4631, -1.9597], [-1.4032, -6.9287, -1.2140], [-2.8279, -4.4740, -3.3226], [-3.1172, -5.4192, -1.8479], [-1.1378, -3.9852, -3.4719], [-3.0865, -5.0910, -4.1751], [-3.4449, -3.5843, -3.2969], [7.7477, -3.6916, -0.3310], [6.3368, -2.7667, -0.8619], [8.6849, -2.8292, 0.8974], [7.4077, -4.6316, 0.0884], [8.3858, -3.8649, -1.1891], [-1.8133, -0.4889, -5.5321], [-3.0239, -1.7575, -5.7781], [-1.5700, 0.4899, -6.9876], [-2.1504, 0.1568, -4.7289], [-0.8733, -0.9614, -5.2724], [-5.8058, 0.6323, -5.2375], [-6.1142, 2.3044, -4.7515], [-6.4269, 0.2874, -6.8562], [-4.7427, 0.4516, -5.2358], [-6.2995, -0.0279, -4.5328], [0.1739, 4.2722, 5.6568], [-0.0673, 5.9423, 5.1253], [-1.0280, 3.7929, 6.8682], [0.0839, 3.6163, 4.7981], [1.1603, 4.1879, 6.0960], [-2.1521, 2.2590, -0.8526], [-3.3887, 1.1349, -1.4405], [-0.5876, 1.9177, -1.6026], [-2.4546, 3.2646, -1.1120], [-2.0553, 2.1528, 0.2215], [-5.2719, -1.8821, -9.7133], [-4.9360, -3.6193, -9.6219], [-4.3871, -1.1042, -11.0318], [-6.3354, -1.7598, -9.8814], [-4.9758, -1.4234, -8.7776], [-3.6650, 5.2461, -6.4305], [-4.3896, 6.8165, -6.7925], [-2.2590, 5.4023, -5.3752], [-4.4000, 4.6306, -5.9270], [-3.3614, 4.7893, -7.3650], [-9.0142, -3.6650, -9.5520], [-9.6141, -4.5601, -8.1542], [-8.7224, -1.9604, -9.1695], [-8.0784, -4.1085, -9.8734], [-9.7537, -3.7162, -10.3420], [1.2742, 3.9459, 1.0566], [1.3721, 4.6303, -0.5677], [-0.2174, 4.4005, 1.8974], [1.3018, 2.8652, 0.9727], [2.1174, 4.3035, 1.6352], [-5.8275, -1.7974, -0.1770], [-4.9687, -3.0584, -1.0794], [-4.8234, -1.1539, 1.1267], [-6.0764, -0.9955, -0.8629], [-6.7328, -2.2056, 0.2635], [-2.9190, 7.0988, -0.5509], [-3.8006, 7.9091, -1.8518], [-1.8004, 5.8775, -1.1699], [-2.3469, 7.8396, -0.0053], [-3.6344, 6.6133, 0.1021], [-7.0482, 7.8501, -4.0696], [-6.8253, 6.1444, -3.6693], [-8.7565, 8.2834, -4.2057], [-6.6006, 8.4474, -3.2839], [-6.5632, 8.0430, -5.0192], [11.5475, -3.0229, 5.3529], [10.5200, -2.9453, 3.9169], [13.1966, -3.5216, 4.9624], [11.5818, -2.0378, 5.8040], [11.1219, -3.7430, 6.0413], [-9.8972, -0.2085, 1.0717], [-8.9438, -1.6057, 0.5425], [-9.3417, 1.2840, 0.3119], [-10.9321, -0.3755, 0.7987], [-9.7944, -0.1128, 2.1458], [-1.6408, 8.4522, 7.4618], [-3.0881, 9.2089, 6.7833], [-0.8516, 9.4913, 8.6557], [-1.9288, 7.5261, 7.9447], [-0.9429, 8.2557, 6.6583], [-1.8512, -0.7966, 6.5891], [-0.5631, -1.6034, 5.6845], [-3.4241, -1.5557, 6.3179], [-1.6150, -0.8530, 7.6447], [-1.9028, 0.2365, 6.2641]],
  "lowdin_charge": [-0.115, -0.244, -0.170, -0.193, 0.030, -0.253, 0.089, -0.558, 0.176, 0.088, -0.291, -0.069, -0.179, -0.337, 0.012, -0.067, -0.091, -0.500, 0.030, 0.092, 0.069, -0.001, 0.066, 0.014, 0.106, 0.101, 0.117, 0.126, 0.032, 0.127, 0.167, 0.104, 0.129, 0.077, 0.114, 0.053, 0.092, 0.060, 0.046, 0.138, 0.118, 0.081, 0.027, 0.089, -1.010, 0.528, 0.506, 0.010, 0.026, -1.023, 0.506, 0.506, 0.031, -0.085, -1.016, 0.537, 0.513, 0.032, -0.036, -0.979, 0.527, 0.562, 0.021, 0.028, -1.004, 0.524, 0.519, 0.013, 0.021, -1.025, 0.518, 0.527, -0.026, 0.028, -1.006, 0.509, 0.492, -0.022, 0.031, -1.005, 0.499, 0.530, -0.031, 0.012, -1.052, 0.499, 0.509, -0.061, -0.020, -1.024, 0.510, 0.503, -0.013, 0.026, -1.007, 0.512, 0.534, 0.006, 0.026, -0.988, 0.504, 0.561, -0.016, 0.021, -1.049, 0.519, 0.501, 0.017, -0.078, -0.999, 0.510, 0.518, 0.029, 0.028, -1.041, 0.483, 0.508, 0.007, -0.004, -1.013, 0.521, 0.509, 0.026, 0.025, -0.997, 0.570, 0.517, 0.026, 0.027, -1.045, 0.495, 0.497, 0.021, -0.020, -1.008, 0.531, 0.505, 0.025, 0.018]
}

2.
{
  "formula": "C6H44BNO14",
  "method": "ωB97M-V/def2-TZVPD",
  "total_charge": 0,
  "species": ["C", "O", "C", "C", "N", "H", "H", "C", "C", "O", "C", "H", "H", "H", "H", "H", "H", "H", "H", "H", "H", "H", "H", "H", "H", "B", "H", "H", "H", "H", "O", "H", "H", "O", "H", "H", "O", "H", "H", "O", "H", "H", "O", "H", "H", "O", "H", "H", "O", "H", "H", "O", "H", "H", "O", "H", "H", "O", "H", "H", "O", "H", "H", "O", "H", "H"],
  "coordinates": [[-38.5082, 10.0593, 27.4657], [-38.4516, 10.8079, 26.2785], [-37.9520, 10.2089, 25.1980], [-37.7350, 11.3094, 24.1056], [-36.8388, 10.8002, 22.9001], [-36.0437, 10.2775, 23.3021], [-37.4114, 10.3657, 22.2000], [-36.6638, 11.8440, 21.8958], [-35.2864, 11.6526, 21.1879], [-35.1050, 12.8292, 20.3563], [-33.7538, 13.1340, 20.0715], [-38.6348, 10.8729, 28.2331], [-37.6391, 9.5367, 27.6334], [-39.3354, 9.3697, 27.2511], [-38.6577, 9.4431, 24.8446], [-36.9481, 9.8013, 25.4376], [-37.2131, 12.1176, 24.4929], [-38.6576, 11.6154, 23.6466], [-36.3864, 12.7692, 22.4196], [-37.3907, 11.9183, 21.1162], [-35.4276, 10.7574, 20.5993], [-34.6992, 11.4995, 22.0419], [-33.2485, 13.0524, 21.1293], [-33.6404, 14.2622, 19.6406], [-33.3681, 12.4428, 19.3678], [-38.1516, 8.4804, 20.8355], [-38.5484, 9.6206, 20.3310], [-36.9128, 8.5386, 20.6368], [-38.4107, 8.2471, 22.0175], [-38.6166, 7.5146, 20.2087], [-34.6282, 11.8805, 25.0803], [-34.8164, 11.7733, 26.1007], [-34.0245, 12.7191, 24.9999], [-36.4860, 14.7189, 18.9344], [-37.1338, 15.0211, 19.5231], [-36.1492, 13.9763, 19.5123], [-35.1331, 8.4316, 23.5436], [-35.7070, 7.6964, 23.1511], [-34.2709, 8.3980, 23.2988], [-40.6638, 13.0803, 22.5524], [-41.1469, 13.5384, 21.8096], [-40.6891, 13.8411, 23.0671], [-31.8452, 14.3309, 16.6473], [-32.0449, 14.4678, 15.7774], [-32.3200, 13.3824, 16.7633], [-41.3495, 10.3947, 25.4616], [-40.3981, 10.5275, 25.6347], [-41.4739, 9.5293, 25.4367], [-32.5862, 10.0114, 24.6664], [-33.3932, 10.4681, 24.5171], [-32.5600, 9.9680, 25.6623], [-30.6109, 13.2135, 18.8973], [-30.1428, 12.4535, 18.7536], [-30.9638, 13.5288, 17.9528], [-38.3965, 14.6750, 24.2223], [-37.9298, 15.1634, 24.9706], [-39.1704, 15.2755, 23.9460], [-36.3634, 14.1494, 26.6564], [-35.7287, 13.4157, 26.7286], [-35.8360, 14.8512, 26.8853], [-35.8083, 6.9629, 27.9791], [-35.3960, 6.3402, 28.6688], [-36.6621, 7.2911, 28.3194], [-30.4403, 14.4345, 21.3915], [-31.1134, 15.2628, 21.4820], [-30.4701, 13.9986, 20.5612]],
  "nbo_charge": [-0.244, -0.553, -0.076, -0.200, -0.594, 0.472, 0.521, -0.249, -0.059, -0.586, -0.247, 0.211, 0.163, 0.180, 0.185, 0.166, 0.216, 0.243, 0.210, 0.255, 0.213, 0.166, 0.179, 0.215, 0.176, -0.749, -0.070, -0.078, -0.071, -0.006, -0.968, 0.480, 0.502, -0.955, 0.452, 0.484, -0.983, 0.519, 0.484, -0.906, 0.462, 0.447, -0.928, 0.480, 0.473, -0.924, 0.466, 0.453, -0.947, 0.476, 0.464, -0.982, 0.468, 0.505, -0.951, 0.487, 0.467, -0.915, 0.453, 0.462, -0.951, 0.481, 0.470, -0.982, 0.470, 0.499]
}

no.,E_HOMO (eV),HOMO-LUMO gap (eV),E (Eh)
1,-9.5,9.487,-19229.435152
2,-8.0,7.106,-1387.623787